An isolated molecule of C19H17Cl3N2O5S, computed with ωB97M-V with the def2-TZVPD basis set.

Calculated values
* ΔE to the lowest compared entry with this formula, charge and spin: 10.8 kcal per mole
* total energy: -2998.65492 Ha
* spin multiplicity: 1
* frontier orbital gap: 8.788 eV
* strongest force on any atom: 4.4 eV Å⁻¹
* SMILES: COc1cc(Cl)c(Cl)cc1C[C@H]1CNC(=O)CN(S(=O)(=O)c2ccc(Cl)cc2)C1=O

Structure (XYZ):
```
47
Properties=species:S:1:pos:R:3:lowdin_charge:R:1
O 0.5426 2.9790 2.1059 0.037
O 0.9000 -0.9390 -1.5943 0.147
O -0.8245 1.3765 -2.9348 -0.280
O -1.5767 2.3234 -0.8310 -0.298
Cl 2.6638 7.3532 -3.6787 0.661
Cl 1.9813 -6.1242 2.8054 0.663
Cl 2.8263 -5.1179 -0.0702 0.643
O -2.1363 -3.1747 2.3921 -0.108
C 0.4897 1.9333 1.4791 -0.450
C 0.2705 -0.1583 -0.9003 -0.441
C 1.9159 4.7032 -3.8067 -0.087
C 1.0972 5.9174 -1.8852 -0.075
C -0.1757 -4.5220 2.4848 -0.024
C 0.5955 -3.5787 -0.0037 -0.036
C 1.2443 3.5555 -3.3778 -0.044
C 0.3555 4.7860 -1.4769 -0.045
C 1.8570 5.9153 -3.0749 -0.629
C 0.9839 -5.0153 1.8932 -0.674
C 1.3187 -4.5600 0.6574 -0.651
C -0.9983 -3.6266 1.8006 -0.273
C -0.5971 -3.1090 0.5601 -0.136
C 0.4392 3.6148 -2.2212 -0.262
N -0.5170 1.0813 1.8745 0.070
N 0.7428 1.1205 -0.9123 -0.136
C -3.0815 -4.2271 2.7063 -0.042
C 1.4712 1.6812 0.2785 -0.008
C -1.3697 -2.0289 -0.1632 -0.081
C -0.6190 -0.3245 1.4901 -0.114
C -0.9133 -0.5581 0.0011 -0.183
S -0.4141 2.0798 -1.7173 0.765
H 2.5353 4.6742 -4.7170 0.114
H 1.0179 6.8746 -1.3408 0.116
H -0.4578 -4.8694 3.4766 0.122
H 0.9862 -3.2186 -0.9465 0.107
H 1.2562 2.6134 -3.9418 0.125
H -0.3086 4.8082 -0.6141 0.123
H -1.0219 1.4239 2.7272 0.176
H -2.9938 -5.0809 2.0339 0.099
H -4.1178 -3.8708 2.6261 0.095
H -2.8931 -4.5633 3.7122 0.079
H 2.3190 1.0739 0.5860 0.135
H 1.9299 2.6547 0.0278 0.130
H -1.4095 -2.2863 -1.2467 0.143
H -2.4103 -2.0505 0.1971 0.127
H -1.4501 -0.7401 2.0447 0.126
H 0.3151 -0.8233 1.7880 0.143
H -1.7691 0.0242 -0.2933 0.131
```

=====

An isolated molecule of C5H8N2, computed with ωB97M-V with the def2-TZVPD basis set.

Calculated values
* ΔE to the lowest compared entry with this formula, charge and spin: 73.1 kcal per mole
* total energy: -304.71902 Ha
* spin multiplicity: 1
* frontier orbital gap: 9.587 eV
* strongest force on any atom: 2.6 eV Å⁻¹
* SMILES: C[C@H]1N[C@]1(C)C#N

Structure (XYZ):
```
15
Properties=species:S:1:pos:R:3:lowdin_charge:R:1
C 1.6847 -0.8768 0.0650 -0.051
C 0.8911 0.4123 0.1125 -0.301
N 0.2424 0.8436 -1.1229 0.069
C -0.6040 0.4563 -0.0191 -0.480
C -1.5078 -0.7453 -0.1437 -0.034
C -1.4694 1.7244 0.4283 -0.115
N -1.2991 1.8834 1.5672 0.185
H 1.7292 -1.3344 1.0603 0.081
H 1.2452 -1.5935 -0.6355 0.072
H 2.7118 -0.6739 -0.2640 0.079
H 1.3145 1.1808 0.7554 0.135
H 0.2627 1.8569 -1.2579 0.106
H -1.0101 -1.5140 -0.7408 0.078
H -1.7508 -1.1535 0.8428 0.091
H -2.4404 -0.4663 -0.6474 0.085
```

=====

A structure of composition C25H59O5PSSi2, computed with ωB97M-V with the def2-TZVPD basis set.

Calculated values
* total energy: -2682.76323 Ha
* spin multiplicity: 1
* frontier orbital gap: 9.044 eV
* strongest force on any atom: 0.5 eV Å⁻¹

Structure (XYZ):
```
93
Properties=species:S:1:pos:R:3:lowdin_charge:R:1
C 0.7286 -2.6355 4.8007 0.106
C 0.1539 -2.5574 3.7492 -0.248
C -0.4728 -2.4266 2.4391 -0.297
Si 0.6517 -1.3517 1.4054 0.551
O -0.1489 -0.8337 0.0406 -0.339
Si -0.0795 0.6788 -0.5778 0.173
C -0.9412 0.7499 -2.2117 -0.230
C -0.1263 0.3430 -3.4453 -0.250
C 0.1241 -1.1581 -3.5105 -0.219
C 1.1248 -1.5639 -4.5842 -0.208
C 2.5614 -1.1929 -4.2594 -0.231
C 3.5575 -1.5453 -5.3559 -0.208
C 4.9077 -0.8655 -5.1277 -0.219
C 4.9620 0.5225 -5.7470 -0.219
C 6.2874 1.2670 -5.5788 -0.220
C 6.8789 1.2388 -4.1733 -0.268
C 6.0625 2.0593 -3.1825 -0.105
O 1.4264 1.3066 -0.5499 -0.214
C 2.5316 0.6892 -1.2323 -0.295
C 3.7313 0.6419 -0.3221 -0.063
P -1.2512 1.9902 0.8633 0.261
S -3.0183 1.2320 1.2678 0.053
H 1.2470 -2.7028 5.7159 0.021
H -1.4751 -2.0092 2.5126 0.075
H -0.5255 -3.4090 1.9697 0.083
H 1.1221 -0.1754 2.1672 0.004
H 1.8293 -2.1417 0.9808 -0.002
H -1.2824 1.7828 -2.3254 0.081
H -1.8429 0.1374 -2.1583 0.092
H -0.6833 0.6315 -4.3383 0.115
H 0.8044 0.9093 -3.4858 0.092
H 0.4409 -1.5492 -2.5388 0.101
H -0.8318 -1.6394 -3.7246 0.118
H 1.0520 -2.6390 -4.7551 0.116
H 0.8431 -1.0757 -5.5217 0.118
H 2.6186 -0.1126 -4.1010 0.091
H 2.8660 -1.6865 -3.3330 0.118
H 3.6842 -2.6255 -5.4128 0.113
H 3.1443 -1.1966 -6.3052 0.111
H 5.0620 -0.7893 -4.0484 0.098
H 5.7286 -1.4785 -5.5020 0.118
H 4.1422 1.1256 -5.3488 0.106
H 4.7592 0.4250 -6.8152 0.111
H 6.1229 2.3141 -5.8432 0.107
H 7.0151 0.8838 -6.2947 0.107
H 6.9384 0.2153 -3.8066 0.093
H 7.8947 1.6286 -4.2178 0.104
H 5.0559 1.6483 -3.0775 0.049
H 5.9554 3.0873 -3.5254 0.076
H 6.5152 2.0596 -2.1939 0.070
H 2.7559 1.2845 -2.1171 0.104
H 2.2665 -0.3186 -1.5573 0.092
H 4.5585 0.1770 -0.8583 0.075
H 3.5360 0.0530 0.5715 0.064
H 4.0407 1.6441 -0.0391 0.084
H -0.4293 2.1725 1.9884 -0.071
H -1.2744 3.2846 0.3180 -0.056
C -6.3386 3.0444 -0.9188 -0.064
C -6.7710 3.5872 0.4352 -0.506
C -5.8580 4.7088 0.9075 -0.063
O -6.8290 2.5431 1.4023 -0.061
H -5.3282 2.6314 -0.8473 0.062
H -7.0085 2.2475 -1.2416 0.078
H -6.3371 3.8287 -1.6778 0.077
H -7.7959 3.9578 0.3675 0.134
H -4.8371 4.3322 1.0191 0.068
H -6.1875 5.0875 1.8749 0.078
H -5.8437 5.5352 0.1948 0.077
H -5.9338 2.1941 1.4916 0.045
C -0.9890 1.4689 4.8766 -0.075
C -0.6170 1.1340 6.3096 -0.502
C -1.7947 1.3051 7.2557 -0.061
O 0.5036 1.9059 6.7460 -0.053
H -1.3066 2.5137 4.8000 0.084
H -0.1294 1.3245 4.2201 0.057
H -1.8065 0.8402 4.5208 0.074
H -0.2685 0.1023 6.3506 0.126
H -2.1334 2.3452 7.2529 0.080
H -1.5081 1.0452 8.2748 0.078
H -2.6339 0.6764 6.9561 0.080
H 0.2450 2.8336 6.7252 0.084
C -5.0644 -4.4790 3.7922 -0.060
C -3.5863 -4.3260 3.4723 -0.505
C -2.8188 -5.6227 3.6785 -0.057
O -3.0042 -3.2702 4.2324 -0.062
H -5.1942 -4.7622 4.8406 0.081
H -5.5900 -3.5389 3.6277 0.080
H -5.5255 -5.2501 3.1738 0.080
H -3.4755 -4.0032 2.4345 0.135
H -2.8861 -5.9368 4.7238 0.082
H -1.7643 -5.4862 3.4372 0.071
H -3.2203 -6.4242 3.0571 0.080
H -3.0666 -3.5018 5.1653 0.091
```

=====

An isolated molecule of C7H9P, computed with ωB97M-V with the def2-TZVPD basis set.

Calculated values
* ΔE to the lowest compared entry with this formula, charge and spin: 58.6 kcal per mole
* total energy: -613.33536 Ha
* spin multiplicity: 1
* frontier orbital gap: 8.625 eV
* strongest force on any atom: 4.8 eV Å⁻¹
* SMILES: C=C[C@@H]1CP1C#CC

Structure (XYZ):
```
17
Properties=species:S:1:pos:R:3:lowdin_charge:R:1
C -2.6911 0.1971 -0.0275 -0.182
C -1.5546 0.3931 -0.3316 -0.350
C 2.3866 -0.2273 0.7507 -0.257
C 1.2930 -0.5178 -0.0957 -0.453
C 3.4392 0.5946 0.5634 0.006
C 1.0161 -0.2826 -1.5611 -0.321
C -3.9951 0.0395 0.4897 -0.102
P 0.0491 1.0287 -0.5052 0.946
H 2.3838 -0.7609 1.6593 0.082
H 0.5832 -1.3122 0.3719 0.130
H 4.2218 0.6260 1.3100 0.044
H 3.6597 1.2402 -0.2722 0.048
H 1.8008 0.0769 -2.2536 0.061
H 0.3000 -1.0593 -2.1031 0.109
H -4.7628 -0.4121 -0.1581 0.096
H -3.8150 -0.5957 1.3193 0.076
H -4.3148 0.9719 0.8438 0.069
```

=====

An isolated molecule of C2H7N3O, computed with ωB97M-V with the def2-TZVPD basis set.

Calculated values
* ΔE to the lowest compared entry with this formula, charge and spin: 163.6 kcal per mole
* total energy: -319.68900 Ha
* spin multiplicity: 1
* frontier orbital gap (spin up / spin down): 8.295 / 7.566 eV
* strongest force on any atom: 1.3 eV Å⁻¹

Structure (XYZ):
```
13
Properties=species:S:1:pos:R:3:lowdin_charge:R:1
C 0.9119 0.6666 0.1918 -0.214
C 1.5011 -0.6474 -0.1928 -0.113
N -0.1083 1.1900 -0.5862 -0.087
O -2.5655 -0.7994 0.5461 -0.042
N -1.6290 0.2073 0.3986 -0.180
N -1.0840 0.2061 -0.8147 -0.063
H -2.3854 -1.4278 -0.1782 0.093
H -0.5231 2.0175 -0.1437 0.120
H 1.5856 1.4137 0.6038 0.100
H -0.6689 0.1169 1.0945 0.171
H 0.7090 -1.3691 -0.4089 0.064
H 2.0987 -0.5657 -1.1087 0.081
H 2.1577 -1.0084 0.5985 0.072
```

=====

A cluster of 13 separate species, C29H48Br2N13O2PSSi in total, computed with ωB97M-V with the def2-TZVPD basis set.

Calculated values
* total energy: -8173.04413 Ha
* spin multiplicity: 1
* frontier orbital gap: 7.794 eV
* strongest force on any atom: 6.0 eV Å⁻¹

Structure (XYZ):
```
97
Properties=species:S:1:pos:R:3:lowdin_charge:R:1
C -2.1214 -4.4836 -0.2954 -0.220
C -0.5700 -4.5324 -0.0590 -0.711
Br 0.1513 -5.7339 -1.4972 0.587
C 0.2075 -3.1247 -0.1373 -0.709
Br 1.6658 -3.2990 -1.5058 0.690
Si -0.8303 -1.5784 -0.5320 0.533
P -0.0359 -0.4761 -2.3301 0.067
O -0.1007 -1.4416 -3.6950 -0.299
O -1.1467 0.7428 -2.6388 -0.314
S 1.6937 0.3178 -2.0169 0.205
H -2.5432 -5.5165 -0.2087 0.059
H -2.2958 -4.2049 -1.3582 0.021
H -2.6953 -3.8597 0.4232 0.068
H -0.3934 -5.0605 0.9062 0.081
H 0.7591 -2.9270 0.8173 0.058
H -0.7688 -0.5684 0.5494 -0.031
H -2.2516 -1.8009 -0.8055 -0.053
H -1.0297 -1.4274 -3.9867 0.029
H -1.9313 0.5282 -2.0866 -0.041
C -3.7696 1.9501 0.8635 -0.066
C -3.7161 1.1247 -0.3318 -0.219
N -3.6695 0.4719 -1.2772 0.136
H -4.7026 2.5132 0.9184 0.087
H -3.6973 1.3453 1.7710 0.021
H -2.9518 2.6718 0.8875 0.074
C 0.1940 4.0545 -3.4418 -0.067
C 0.1917 4.7368 -2.1552 -0.263
N 0.1885 5.2742 -1.1418 0.132
H -0.4013 3.1407 -3.4049 0.060
H -0.2187 4.6823 -4.2325 0.083
H 1.2033 3.7724 -3.7422 0.083
C 2.4176 5.9490 1.4982 -0.071
C 2.2297 6.2898 2.9029 -0.265
N 2.0820 6.5529 4.0109 0.136
H 1.6110 6.3417 0.8781 0.057
H 3.3534 6.3535 1.1106 0.084
H 2.4431 4.8689 1.3503 0.081
C -2.7524 -8.2598 1.4662 -0.073
C -3.6583 -7.2806 2.0421 -0.279
N -4.3765 -6.5087 2.4956 0.128
H -2.2597 -8.8533 2.2337 0.036
H -3.2745 -8.9539 0.8072 0.093
H -1.9747 -7.7785 0.8780 0.068
C -4.0306 -2.8977 3.6230 -0.066
C -3.6694 -1.5373 3.2444 -0.244
N -3.3909 -0.4657 2.9432 0.153
H -3.3230 -3.3148 4.3399 0.085
H -5.0189 -2.9357 4.0811 0.088
H -4.0479 -3.5625 2.7582 0.057
C 1.0738 3.0424 4.4348 -0.070
C 0.1047 2.6367 3.4226 -0.267
N -0.6590 2.3185 2.6277 0.142
H 1.1821 4.1276 4.4707 0.048
H 0.7729 2.7104 5.4289 0.083
H 2.0594 2.6214 4.2332 0.083
C -3.6984 -2.4045 -3.9456 -0.060
C -4.0496 -3.5876 -3.1694 -0.260
N -4.3292 -4.5186 -2.5598 0.153
H -3.4940 -1.5486 -3.2973 0.054
H -2.8094 -2.5797 -4.5543 0.077
H -4.5046 -2.1174 -4.6207 0.090
C 3.5634 -1.6243 -5.0128 -0.070
C 3.6434 -1.4411 -6.4566 -0.264
N 3.7063 -1.2964 -7.5935 0.127
H 2.8876 -0.9010 -4.5527 0.040
H 3.1978 -2.6188 -4.7548 0.080
H 4.5385 -1.5041 -4.5396 0.085
C 5.1994 -3.1184 1.4057 -0.064
C 4.2593 -3.5446 0.3744 -0.224
N 3.5030 -3.8767 -0.4340 -0.145
H 5.2742 -2.0306 1.4557 0.083
H 4.8937 -3.4702 2.3917 0.081
H 6.2003 -3.5070 1.2154 0.082
C 1.0006 -0.8704 -9.8892 -0.083
C -0.0028 -1.7498 -10.4789 -0.288
N -0.7928 -2.4411 -10.9423 0.116
H 1.5860 -1.3847 -9.1263 0.045
H 1.6991 -0.5011 -10.6402 0.083
H 0.5412 -0.0019 -9.4162 0.080
C 1.2715 -8.9374 3.4177 -0.066
C 0.2401 -9.8041 2.8600 -0.266
N -0.5708 -10.4867 2.4204 0.141
H 1.8565 -9.4543 4.1787 0.084
H 1.9638 -8.5969 2.6471 0.084
H 0.8379 -8.0517 3.8834 0.081
C 3.3299 9.4127 5.6805 -0.087
C 3.6895 10.7931 5.3764 -0.289
N 3.9701 11.8799 5.1350 0.117
H 4.0311 8.9621 6.3838 0.081
H 2.3358 9.3464 6.1240 0.055
H 3.3261 8.7925 4.7842 0.049
C 0.0676 11.9131 3.7400 -0.071
C -0.0255 11.0350 4.9001 -0.276
N -0.0950 10.3447 5.8140 0.134
H -0.1306 12.9506 4.0098 0.084
H 1.0613 11.8757 3.2925 0.077
H -0.6507 11.6316 2.9694 0.081
```